{"formula": "C3H4N2O", "method": "ωB97M-V with the def2-TZVPD basis set", "e_lumo_ev": -1.12, "total_energy_ev": -8198.52374, "de_lowest_kcal_mol": 123.6, "gap_ev": 8.1, "smiles": "C=N/N=C\\C=O", "elements": ["C", "H", "C", "O", "N", "H", "H", "H", "C", "N"], "xyz": [[0.57533, -0.85309, 0.92838], [-0.72508, 1.11270, 1.39786], [0.35864, 0.47024, 1.69781], [1.11703, 0.49551, 2.76473], [0.44480, -0.86843, -0.37377], [-1.13684, 1.38490, -2.25278], [-0.94321, -0.60698, -2.78140], [1.06595, -1.73703, 1.49791], [-0.77113, 0.33664, -2.01640], [0.01451, 0.26554, -0.86235]]}